A molecular structure, C51H36HgN3O2P2S in a non-equilibrium geometry, computed with ωB97M-V/def2-TZVPD.

Summary:
E_LUMO (spin up / spin down)   -0.4 / -0.4 eV
HOMO energy (spin up / spin down)   -4.447 / -7.327 eV
Kohn-Sham gap (spin up / spin down)   4.0024 / 6.8957 eV
Spin multiplicity   2
⟨S²⟩   0.784
E   -95619.970 eV
Energy relative to the best compared isomer or geometry (same formula, charge and spin)   0.000 eV

```
96
Properties=species:S:1:pos:R:3:mulliken_charge:R:1
Hg -0.46 1.27 -1.07 2.217
O 0.90 -0.55 1.10 -0.460
S -0.57 -0.95 1.20 0.825
C -0.61 -2.68 0.98 0.073
C -0.20 -3.53 2.04 -0.387
C -0.47 -4.89 2.02 -1.272
C -1.13 -5.42 0.93 0.226
C -1.58 -6.83 0.63 -0.821
C -2.15 -6.77 -0.81 -0.791
C -1.99 -5.33 -1.24 0.198
C -2.26 -4.70 -2.44 -1.281
C -1.92 -3.37 -2.58 -0.768
C -1.34 -2.60 -1.53 0.647
P -0.65 -1.03 -2.09 0.652
C 1.08 -1.40 -2.52 0.968
C 1.90 -0.34 -2.93 -0.414
C 3.26 -0.55 -3.12 -0.837
C 3.81 -1.80 -2.88 -0.705
C 2.99 -2.85 -2.48 -0.743
C 1.63 -2.66 -2.30 -0.430
C -1.55 -0.59 -3.61 0.345
C -0.98 -0.43 -4.87 -0.284
C -1.75 0.03 -5.92 -0.755
C -3.10 0.32 -5.73 -0.446
C -3.67 0.17 -4.48 -0.837
C -2.90 -0.27 -3.42 -0.184
C -1.13 -3.20 -0.24 -1.136
C -1.42 -4.60 -0.18 1.042
C -0.88 -0.59 2.92 -0.133
C -1.66 -1.40 3.71 -0.337
C -1.78 -1.22 5.10 -1.103
C -1.08 -0.19 5.68 0.043
C -0.92 0.21 7.12 -0.763
C -0.03 1.49 7.08 -0.896
C 0.26 1.71 5.62 0.397
C 0.97 2.68 4.98 -1.265
C 1.03 2.65 3.58 -0.099
C 0.45 1.65 2.80 -0.156
P 0.70 1.92 1.02 0.116
C 0.35 3.74 0.88 0.999
C -0.99 4.06 0.67 -0.826
C -1.39 5.36 0.43 -0.797
C -0.44 6.37 0.38 -0.590
C 0.89 6.08 0.60 -0.856
C 1.29 4.77 0.86 -0.093
C 2.47 1.79 0.68 0.959
C 3.31 1.00 1.46 -0.725
C 4.65 0.90 1.14 -0.763
C 5.18 1.63 0.09 -0.679
C 4.35 2.41 -0.70 -0.976
C 2.99 2.47 -0.43 -0.339
C -0.25 0.58 3.45 -1.095
C -0.35 0.69 4.86 1.318
H 0.32 -3.09 2.88 0.673
H -0.17 -5.51 2.86 0.423
H -2.34 -7.16 1.34 0.286
H -0.74 -7.53 0.71 0.284
H -3.19 -7.08 -0.85 0.302
H -1.60 -7.43 -1.49 0.264
H -2.70 -5.23 -3.27 0.426
H -2.07 -2.89 -3.54 0.528
H 1.48 0.64 -3.11 0.489
H 3.88 0.27 -3.44 0.457
H 4.87 -1.96 -3.00 0.395
H 3.42 -3.83 -2.29 0.448
H 1.00 -3.47 -1.97 0.351
H 0.07 -0.67 -5.02 0.459
H -1.31 0.17 -6.90 0.423
H -3.70 0.67 -6.56 0.380
H -4.71 0.42 -4.32 0.392
H -3.33 -0.39 -2.43 0.424
H -2.17 -2.23 3.25 0.644
H -2.38 -1.90 5.68 0.458
H -0.44 -0.58 7.69 0.285
H -1.89 0.41 7.59 0.317
H 0.89 1.36 7.65 0.299
H -0.55 2.35 7.51 0.291
H 1.46 3.48 5.52 0.470
H 1.56 3.44 3.07 0.433
H -1.74 3.27 0.71 0.440
H -2.44 5.58 0.25 0.460
H -0.74 7.38 0.14 0.405
H 1.64 6.86 0.56 0.436
H 2.34 4.55 1.02 0.505
H 2.89 0.44 2.28 0.339
H 5.29 0.25 1.73 0.450
H 6.24 1.58 -0.13 0.418
H 4.76 2.97 -1.53 0.495
H 2.33 3.03 -1.08 0.532
O 0.04 2.66 -2.56 -0.694
N -1.22 2.82 -2.94 -0.148
C -1.40 3.69 -3.87 0.846
C -0.38 4.48 -4.49 0.132
N 0.43 5.10 -5.00 -0.479
C -2.74 3.89 -4.33 -0.204
N -3.81 4.05 -4.73 -0.516
```

---

A molecular structure, C51H37I4IrN10S3, computed with ωB97M-V/def2-TZVPD.

Summary:
E_LUMO (spin up / spin down)   -3.6 / -4.9 eV
HOMO energy (spin up / spin down)   -9.708 / -10.259 eV
Net charge   +1
Kohn-Sham gap (spin up / spin down)   6.0764 / 5.4027 eV
Spin multiplicity   6
⟨S²⟩   8.849
E   -136121.816 eV
Energy relative to the best compared isomer or geometry (same formula, charge and spin)   3.432 eV

```
106
Properties=species:S:1:pos:R:3:mulliken_charge:R:1
Ir -0.54 -0.40 0.46 -0.039
I -3.59 6.08 7.05 0.123
C -2.91 4.77 5.58 -0.167
C -2.49 5.27 4.36 -0.900
C -2.06 4.39 3.37 -0.497
C -2.03 3.02 3.61 -0.092
C -2.44 2.54 4.84 -0.158
C -2.90 3.40 5.83 -0.712
C -1.54 2.07 2.57 1.192
C -2.25 1.97 1.38 -0.139
C -3.29 2.80 0.86 -0.589
C -3.63 2.30 -0.37 -1.573
C -2.85 1.13 -0.57 0.679
C -2.79 0.08 -1.61 -0.537
C -2.07 0.28 -2.80 0.433
C -1.53 1.53 -3.12 -0.713
C 0.87 0.62 -3.44 -1.135
C 0.47 -0.31 -4.61 0.456
I 2.04 -1.15 -5.80 0.087
C -0.61 -1.31 -4.23 -0.969
C -1.71 -0.99 -3.54 -0.705
C -2.83 -1.31 -1.07 -0.236
N -1.65 -1.71 -0.47 0.950
C -1.75 -3.05 -0.14 0.226
C -0.68 -3.76 0.47 0.675
C -0.85 -5.20 0.75 0.140
C -1.25 -6.08 -0.26 -0.404
C -1.44 -7.43 0.00 -0.753
C -1.24 -7.91 1.29 -0.108
I -1.58 -9.93 1.70 0.131
C -0.84 -7.05 2.30 -0.728
C -0.63 -5.71 2.03 -0.314
C 0.57 -3.14 0.76 0.414
C 1.79 -3.80 1.24 -1.404
C 2.76 -2.88 1.30 -1.125
C 2.25 -1.58 0.74 1.790
N 0.83 -1.85 0.60 -0.176
C 2.57 -0.29 1.47 -0.623
C 1.57 0.30 2.39 -0.695
C 1.69 0.81 3.68 -1.226
C 0.50 1.48 3.98 -1.021
C -0.34 1.36 2.86 -0.050
N 0.33 0.60 1.92 0.745
C 3.53 0.66 0.81 0.797
C 3.73 1.93 1.62 -1.151
C 4.20 3.10 1.22 -0.632
C 4.74 3.43 -0.10 -0.419
I 5.24 5.45 -0.38 0.071
C 4.96 2.57 -1.08 -1.323
C 4.51 1.14 -1.04 -0.451
C -3.04 -3.47 -0.53 -0.661
C -3.70 -2.37 -1.11 -1.461
N -2.03 0.96 0.47 0.569
H -2.49 6.34 4.17 0.424
H -1.74 4.78 2.41 0.827
H -2.43 1.47 5.03 0.524
H -3.24 3.01 6.78 0.386
H -3.70 3.67 1.34 0.711
H -4.38 2.67 -1.05 0.562
H -1.73 2.43 -2.55 0.457
H 1.81 1.14 -3.62 1.199
H -0.53 -2.30 -4.67 0.418
H -2.43 -1.78 -3.43 0.512
H -1.40 -5.70 -1.27 0.545
H -1.73 -8.10 -0.79 0.391
H -0.69 -7.43 3.31 0.391
H -0.34 -5.04 2.82 0.557
H 1.86 -4.85 1.48 0.624
H 3.78 -3.03 1.61 0.470
H 2.55 0.71 4.32 0.784
H 0.26 1.99 4.89 0.696
H 3.44 1.86 2.66 0.271
H 4.23 3.90 1.95 0.602
H 5.43 2.90 -2.00 0.524
H 4.67 0.68 -2.01 0.641
H -3.46 -4.45 -0.37 0.730
H -4.69 -2.37 -1.54 0.560
C 1.20 7.29 -0.52 -1.133
N 1.04 5.87 -0.81 -0.039
C 0.78 4.93 0.09 -0.169
N 0.67 5.33 1.38 -0.243
S 0.60 3.30 -0.33 0.037
H 1.32 7.82 -1.46 0.351
H 2.09 7.47 0.08 0.319
H 0.33 7.69 -0.01 0.348
H 1.13 5.55 -1.76 0.254
H 0.96 6.25 1.67 0.234
H 0.60 4.61 2.07 0.141
C 6.09 -0.29 2.31 -0.967
C 6.19 0.29 0.90 -0.818
C 4.88 0.20 0.15 1.278
N 3.08 1.04 -0.61 -0.013
N 2.47 -0.06 -1.27 0.265
C 2.85 -1.40 -0.76 -0.072
N 2.46 -2.39 -1.70 -0.315
S 4.67 -1.47 -0.56 -0.364
H 7.07 -0.34 2.78 0.533
H 5.67 -1.30 2.29 0.143
H 5.45 0.32 2.95 0.174
H 6.96 -0.25 0.34 0.538
H 6.49 1.34 0.94 0.285
H 1.46 -2.53 -1.73 0.105
H 2.94 -3.27 -1.59 0.394
S 0.85 0.24 -1.67 0.524
C -0.36 1.31 -3.98 0.593
N -0.36 0.80 -5.17 -0.779
```

---

A molecular structure, C51H39BaN3OP2S, computed with ωB97M-V/def2-TZVPD.

Summary:
E_LUMO   -5.1 eV
HOMO energy   -12.930 eV
Net charge   +2
Kohn-Sham gap   7.8475 eV
Spin multiplicity   1
E   -90135.565 eV

```
98
Properties=species:S:1:pos:R:3:mulliken_charge:R:1
Ba -0.04 -0.20 2.00 1.825
C -0.04 -4.98 2.27 -0.651
C 1.31 -5.28 2.25 -0.641
C 2.21 -4.30 2.63 -0.716
C 1.74 -3.05 3.02 1.020
N 0.43 -2.75 3.00 -0.424
C -0.42 -3.71 2.64 -0.228
C 2.68 -1.99 3.50 0.247
C 3.91 -2.35 4.04 -0.737
C 4.78 -1.35 4.43 -0.897
C 4.39 -0.03 4.29 -0.789
C 3.13 0.25 3.78 1.015
N 2.29 -0.72 3.38 0.265
C 2.65 1.66 3.66 0.035
C 3.33 2.71 4.28 -0.912
C 2.86 4.01 4.12 -0.737
C 1.72 4.22 3.37 -0.843
C 1.10 3.13 2.81 0.089
N 1.54 1.87 2.95 0.426
H -0.79 -5.71 1.98 0.471
H 1.66 -6.25 1.93 0.500
H 3.27 -4.50 2.60 0.380
H -1.48 -3.45 2.66 0.521
H 4.18 -3.39 4.16 0.460
H 5.75 -1.59 4.84 0.455
H 5.07 0.76 4.57 0.332
H 4.20 2.53 4.88 0.376
H 3.38 4.83 4.60 0.459
H 1.32 5.22 3.22 0.519
H 0.19 3.25 2.22 0.255
O 3.24 -0.08 -0.21 -0.852
S 1.84 0.32 -0.49 1.384
C 1.38 -0.31 -2.11 -0.201
C 2.14 0.11 -3.20 -0.587
C 1.87 -0.42 -4.46 -0.836
C 0.87 -1.37 -4.61 -0.942
C 0.14 -1.80 -3.51 -0.178
C 0.37 -1.26 -2.24 -0.350
P -0.53 -1.90 -0.79 1.428
C -2.30 -1.54 -1.04 1.094
C -2.87 -1.08 -2.23 -0.512
C -4.22 -0.79 -2.28 -0.486
C -5.03 -0.97 -1.17 -0.859
C -4.48 -1.44 0.01 -0.593
C -3.12 -1.72 0.07 -0.522
C -0.37 -3.69 -1.04 0.434
C -1.46 -4.56 -1.08 -0.495
C -1.25 -5.93 -1.22 -0.703
C 0.04 -6.43 -1.33 -0.579
C 1.13 -5.57 -1.30 -0.776
C 0.93 -4.21 -1.14 -0.514
C 1.85 2.08 -0.89 0.232
C 3.07 2.70 -1.01 -0.788
C 3.11 4.03 -1.42 -0.879
C 1.93 4.69 -1.72 -0.920
C 0.70 4.06 -1.57 -0.714
C 0.64 2.74 -1.11 -0.058
P -0.91 1.83 -0.79 1.788
C -1.90 2.19 -2.28 0.320
C -3.19 2.69 -2.21 -0.709
C -3.93 2.86 -3.38 -0.785
C -3.38 2.53 -4.61 -0.743
C -2.09 2.03 -4.68 -0.618
C -1.35 1.85 -3.52 -0.642
C -1.77 2.75 0.54 0.752
C -2.60 1.97 1.35 -0.199
C -3.30 2.53 2.41 -0.954
C -3.19 3.89 2.67 -0.705
C -2.38 4.68 1.86 -0.517
C -1.68 4.12 0.80 -0.830
H 2.93 0.83 -3.07 0.492
H 2.46 -0.10 -5.31 0.463
H 0.68 -1.80 -5.58 0.479
H -0.61 -2.57 -3.63 0.518
H -2.26 -0.92 -3.11 0.347
H -4.65 -0.42 -3.21 0.476
H -6.09 -0.75 -1.22 0.423
H -5.10 -1.60 0.88 0.500
H -2.70 -2.11 1.00 0.162
H -2.47 -4.17 -1.02 0.368
H -2.10 -6.60 -1.26 0.463
H 0.19 -7.50 -1.45 0.417
H 2.13 -5.96 -1.40 0.492
H 1.78 -3.54 -1.12 0.418
H 3.98 2.14 -0.81 0.658
H 4.06 4.53 -1.53 0.467
H 1.96 5.71 -2.07 0.486
H -0.21 4.58 -1.83 0.580
H -3.63 2.96 -1.26 0.477
H -4.93 3.26 -3.32 0.466
H -3.96 2.67 -5.51 0.421
H -1.65 1.77 -5.63 0.498
H -0.34 1.46 -3.58 0.296
H -2.73 0.92 1.10 0.428
H -3.96 1.91 3.01 0.515
H -3.73 4.33 3.49 0.406
H -2.30 5.74 2.05 0.482
H -1.05 4.76 0.19 0.346
```

---

A molecular structure, C51H40Br3N7RhS3, computed with ωB97M-V/def2-TZVPD.

Summary:
E_LUMO   -8.3 eV
HOMO energy   -15.893 eV
Net charge   +3
Kohn-Sham gap   7.5629 eV
Spin multiplicity   1
E   -309579.828 eV
Energy relative to the best compared isomer or geometry (same formula, charge and spin)   0.737 eV

```
105
Properties=species:S:1:pos:R:3:mulliken_charge:R:1
Rh -0.60 0.67 -2.05 -0.780
Br -5.72 -2.66 -4.71 -0.037
C -4.26 -1.72 -4.03 -0.562
C -2.96 -2.06 -4.41 -0.649
C -1.91 -1.34 -3.88 -0.826
N -2.10 -0.33 -3.03 0.707
C -3.35 0.00 -2.65 0.741
C -4.46 -0.68 -3.14 -0.531
C -3.40 1.12 -1.70 0.885
C -4.56 1.70 -1.23 -1.163
C -4.47 2.70 -0.27 -0.674
Br -6.02 3.48 0.41 0.005
C -3.22 3.09 0.19 -0.991
C -2.10 2.49 -0.34 -0.895
N -2.19 1.54 -1.28 1.759
H -2.78 -2.86 -5.11 0.521
H -0.89 -1.57 -4.14 0.539
H -5.46 -0.41 -2.83 0.699
H -5.52 1.37 -1.58 0.645
H -3.11 3.86 0.95 0.615
H -1.10 2.75 -0.01 0.717
N 0.96 1.38 -1.03 -0.440
S 1.71 1.56 0.21 2.808
N 1.22 0.95 1.64 -0.610
S 0.89 -0.50 2.08 1.664
N -0.50 -1.10 1.69 -0.518
S -0.91 -1.67 0.24 1.790
N -0.53 -0.97 -1.01 -0.054
C -2.66 -1.85 0.55 0.281
C -3.30 -3.06 0.35 -0.491
C -4.67 -3.13 0.56 -0.970
C -5.38 -2.01 0.98 -0.888
C -4.71 -0.81 1.19 -0.572
C -3.35 -0.72 0.98 -0.619
C -0.30 -3.33 0.13 0.613
C -0.10 -3.87 -1.13 -0.854
C 0.38 -5.17 -1.23 -0.727
C 0.64 -5.91 -0.08 -0.812
C 0.42 -5.35 1.17 -0.706
C -0.05 -4.05 1.29 -0.539
C 0.77 -0.37 3.83 -0.452
C 0.00 -1.30 4.52 -0.220
C -0.03 -1.23 5.91 -0.890
C 0.70 -0.25 6.57 -0.626
C 1.46 0.67 5.86 -0.882
C 1.50 0.62 4.48 0.100
C 2.19 -1.64 1.73 1.400
C 2.92 -2.22 2.76 -0.396
C 3.94 -3.11 2.45 -1.216
C 4.21 -3.41 1.12 -0.924
C 3.47 -2.82 0.10 -0.992
C 2.46 -1.93 0.39 0.436
C 1.80 3.26 0.73 0.386
C 1.02 4.18 0.04 0.267
C 1.03 5.51 0.43 -1.174
C 1.83 5.91 1.49 -0.742
C 2.62 4.99 2.16 -0.967
C 2.61 3.66 1.78 -0.560
C 3.41 1.04 0.03 0.892
C 3.88 0.88 -1.27 -0.578
C 5.20 0.48 -1.46 -1.093
C 6.02 0.25 -0.36 -0.763
C 5.53 0.41 0.93 -1.078
C 4.22 0.81 1.13 -0.106
H -2.75 -3.94 0.04 0.559
H -5.18 -4.07 0.42 0.522
H -6.44 -2.08 1.16 0.474
H -5.26 0.05 1.56 0.535
H -2.82 0.20 1.21 0.602
H -0.29 -3.28 -2.01 0.350
H 0.54 -5.61 -2.20 0.496
H 1.01 -6.92 -0.16 0.439
H 0.62 -5.93 2.07 0.507
H -0.23 -3.62 2.26 0.366
H -0.58 -2.04 4.00 0.282
H -0.62 -1.94 6.47 0.489
H 0.68 -0.20 7.65 0.442
H 2.02 1.44 6.38 0.487
H 2.07 1.34 3.91 0.365
H 2.71 -1.98 3.80 0.517
H 4.51 -3.57 3.24 0.513
H 5.00 -4.10 0.88 0.525
H 3.69 -3.06 -0.94 0.576
H 1.88 -1.47 -0.40 0.231
H 0.46 3.86 -0.83 0.378
H 0.44 6.23 -0.11 0.506
H 1.85 6.95 1.79 0.435
H 3.26 5.31 2.97 0.482
H 3.24 2.95 2.31 0.325
H 3.22 1.05 -2.11 0.395
H 5.58 0.36 -2.46 0.508
H 7.04 -0.06 -0.52 0.468
H 6.17 0.22 1.78 0.503
H 3.84 0.91 2.14 0.234
Br 2.11 3.15 -3.31 0.028
C 0.38 3.17 -4.04 0.377
C 0.19 4.14 -5.02 -0.683
C -1.00 4.18 -5.72 -0.447
C -1.96 3.24 -5.40 -1.175
C -1.70 2.33 -4.40 -0.239
N -0.55 2.27 -3.69 0.651
H 1.00 4.82 -5.24 0.461
H -1.16 4.92 -6.49 0.450
H -2.92 3.21 -5.91 0.507
H -2.46 1.62 -4.16 0.657
```

---

- The highest E belongs to which entry?
  C51H39BaN3OP2S